# 1
Computed, not measured: 4 unconnected molecules or ions with the total composition C3H13O3S, with wB97M-V/def2-TZVPD.

```
20
Properties=species:S:1:pos:R:3:forces:R:3
C -1.121 0.193 1.988 1.292 -0.119 0.008
C -0.182 -0.997 2.013 0.639 -1.545 -1.097
C 0.267 -1.410 0.580 -0.528 0.712 0.183
S -1.061 -2.066 -0.478 -0.300 -0.097 -0.140
H -0.561 1.002 1.499 -0.172 0.068 -0.009
H -1.273 0.511 3.020 -0.818 0.081 -0.128
H -1.967 -0.036 1.344 -0.386 0.101 0.458
H 0.730 -0.814 2.593 -0.093 0.272 0.110
H -0.595 -1.945 2.383 -0.457 0.450 0.462
H 1.020 -2.195 0.607 0.383 0.323 0.203
H 0.631 -0.474 0.135 0.468 -0.338 -0.152
H 1.863 2.769 -0.347 0.072 -0.216 0.054
H 1.336 3.093 1.048 0.027 -0.043 -0.030
O 2.071 3.279 0.457 -0.047 0.213 0.057
H -1.041 -0.328 -1.603 0.098 -0.092 0.854
H -1.334 0.499 -2.792 0.089 0.458 -0.239
O -0.943 0.622 -1.922 -0.245 -0.365 -0.424
H 0.697 1.090 -1.712 -0.193 0.503 -0.155
H 2.127 0.673 -1.619 0.352 0.112 0.125
O 1.604 1.480 -1.640 -0.183 -0.478 -0.139
```
Forces are in eV/Å.

* HOMO energy: -0.116 Eh
* ΔE to the lowest compared entry with this formula, charge and spin: 32.44 kJ/mol
* Kohn-Sham gap: 6.81 eV
* F_max: 0.0389 Eh/bohr
* DFT total energy: -746.0618 a.u.
* charge: -1

# 2
Computed, not measured: a gas-phase ion, C9H18N3OS (charge +1), with wB97M-V/def2-TZVPD.

```
32
Properties=species:S:1:pos:R:3:forces:R:3
C 0.401 -0.273 -0.122 -6.029 3.446 -3.771
C 1.449 0.376 0.625 -1.085 2.190 3.937
C -2.250 0.950 -2.486 -1.359 -2.309 0.163
C 0.903 -1.360 2.203 0.511 1.707 -0.802
C -1.855 -0.193 -1.404 -0.565 0.417 -2.064
C 0.673 -2.523 1.228 -2.529 1.611 0.193
C -0.922 1.894 -0.930 0.755 1.315 0.512
C -1.803 2.561 0.087 0.809 0.866 -0.361
C 3.199 -1.097 1.511 -0.559 -0.034 -1.577
N -1.349 2.004 -2.258 -0.583 1.366 0.017
N 1.976 -0.383 1.763 -1.797 -1.923 0.338
N -0.717 0.480 -0.788 3.929 -6.036 4.300
O -0.267 -2.543 -1.366 -0.486 -0.837 -0.849
S 0.792 -1.951 -0.585 -0.344 0.051 1.936
H 2.143 0.672 -0.082 2.087 0.679 -1.268
H 1.170 1.307 1.243 -0.479 -0.771 -1.898
H -2.015 0.499 -3.441 -0.518 0.089 -0.432
H -3.320 1.262 -2.431 0.806 -0.438 0.021
H -0.089 -0.834 2.447 1.585 -0.562 -0.460
H 1.293 -1.799 3.074 0.208 -0.453 1.513
H -2.710 -0.486 -0.793 0.385 0.463 0.738
H -1.532 -1.123 -1.869 -0.088 0.314 -0.157
H 1.323 -3.357 1.283 0.493 -0.766 0.268
H -0.398 -2.733 1.569 1.242 -0.642 -1.540
H 0.020 2.285 -0.784 2.195 1.381 -0.073
H -1.439 2.327 1.055 0.660 0.221 1.097
H -2.747 2.141 0.096 -2.302 -0.545 -0.341
H -1.837 3.663 -0.100 0.028 -1.072 0.191
H 3.670 -0.472 0.796 1.324 0.225 -0.501
H 3.801 -1.262 2.345 0.857 0.192 1.658
H 3.081 -2.078 1.058 -0.164 -0.265 -0.323
H -0.644 2.045 -2.947 1.013 0.118 -0.466
```
Forces are in eV/Å.

* HOMO energy: -0.476 Eh
* ΔE to the lowest compared entry with this formula, charge and spin: 489.42 kJ/mol
* Kohn-Sham gap: 7.67 eV
* F_max: 0.1631 Eh/bohr
* DFT total energy: -991.0131 a.u.
* charge: +1

# 3
Computed, not measured: 9 unconnected molecules or ions with the total composition C42H58O11S7, with wB97M-V/def2-TZVPD.

```
118
Properties=species:S:1:pos:R:3:forces:R:3
C -6.875 3.471 2.719 -0.338 -0.477 0.759
S -5.230 2.963 3.433 0.119 2.145 -0.257
O -4.345 4.148 3.087 -0.400 -1.275 -0.015
C -5.573 3.278 5.214 -1.129 -0.235 -0.931
H -7.641 2.698 2.787 0.226 -0.412 0.285
H -6.827 3.702 1.655 0.663 0.210 0.216
H -7.253 4.302 3.314 0.252 0.273 -0.245
H -4.767 2.849 5.809 -0.154 0.240 -0.072
H -6.553 2.857 5.441 0.146 -0.545 0.254
H -5.741 4.350 5.315 0.660 0.066 -0.016
C 1.477 6.571 -5.189 0.383 0.319 0.829
S 1.733 7.090 -6.920 -0.635 -0.400 1.125
O 0.371 6.965 -7.504 0.218 0.453 -0.352
C 2.070 8.836 -6.488 0.066 -0.144 0.036
H 0.740 7.166 -4.649 -0.253 0.468 -0.590
H 2.395 6.743 -4.627 0.269 -0.314 -0.102
H 1.122 5.552 -5.035 0.409 -0.155 -0.680
H 1.347 9.158 -5.740 -0.173 0.195 -0.352
H 2.074 9.421 -7.408 -0.395 -0.042 0.063
H 3.065 8.958 -6.060 0.103 -0.401 0.043
C -8.015 10.755 -2.379 -1.202 0.588 -0.483
S -6.239 10.635 -2.559 1.576 -0.018 1.607
O -5.540 10.259 -1.220 -1.832 0.262 -2.575
C -6.282 9.221 -3.692 0.419 -0.881 1.387
H -8.552 10.648 -3.321 0.632 -0.512 -0.611
H -8.288 11.798 -2.217 0.242 -0.051 1.061
H -8.514 10.034 -1.731 0.471 0.175 0.481
H -7.097 8.580 -3.357 -0.497 0.197 -0.744
H -5.443 8.579 -3.425 0.540 0.433 -0.311
H -6.236 9.559 -4.727 -0.343 -0.192 0.181
C -6.612 -1.495 -4.236 0.014 -0.130 -0.841
S -6.622 -1.126 -2.440 1.840 1.242 -0.138
O -5.373 -0.261 -2.246 -1.633 -1.107 -0.144
C -8.059 -0.040 -2.308 -0.802 0.106 -0.420
H -7.552 -1.495 -4.788 -0.381 0.150 0.545
H -6.172 -2.468 -4.452 0.012 -0.181 0.643
H -5.953 -0.808 -4.766 -0.008 0.467 0.503
H -8.197 0.655 -3.137 0.359 -0.085 -0.139
H -8.085 0.548 -1.391 0.627 -0.267 0.108
H -8.942 -0.677 -2.265 -0.024 -0.192 -0.116
C -1.833 3.656 -1.343 -0.207 0.910 0.622
S -0.296 2.991 -0.453 -0.206 1.227 -1.412
O 0.770 3.085 -1.513 -0.518 -0.121 0.698
C 0.023 4.371 0.761 0.302 -1.074 -0.253
H -1.896 3.308 -2.374 0.414 -0.470 0.283
H -1.856 4.744 -1.392 0.906 0.214 -0.081
H -2.798 3.531 -0.852 0.184 -0.968 0.377
H -0.420 5.331 0.496 -0.219 -0.286 0.267
H 1.106 4.470 0.842 0.102 -0.018 -0.609
H -0.211 3.908 1.720 -0.789 0.587 0.112
C 2.074 3.013 10.813 0.690 -0.629 -1.229
S 1.914 2.705 8.915 -2.924 -0.026 0.979
O 0.584 1.910 8.743 2.677 1.473 0.312
C 1.436 4.459 8.525 -0.092 -0.636 0.960
H 3.131 2.967 11.074 0.116 -0.072 -0.199
H 1.605 2.111 11.204 -0.268 0.343 0.150
H 1.711 3.966 11.198 -0.533 -0.229 -0.338
H 2.146 5.149 8.981 0.373 -0.051 -0.489
H 0.533 4.590 9.123 -0.278 -0.085 -0.335
H 1.241 4.606 7.463 0.232 -0.086 0.183
C 7.699 0.900 -5.537 -1.361 -1.491 1.078
S 6.497 1.975 -6.393 0.581 0.751 -0.357
O 6.897 1.930 -7.826 -0.119 -0.024 0.022
C 4.932 1.051 -6.312 -0.596 -1.253 0.327
H 7.540 -0.112 -5.910 0.312 -0.009 -0.435
H 7.374 0.799 -4.501 -0.287 0.283 0.250
H 8.765 1.110 -5.443 -0.271 0.779 -0.886
H 4.293 1.164 -5.436 0.580 0.520 0.459
H 5.035 -0.030 -6.409 0.543 -0.091 -0.139
H 4.270 1.328 -7.132 0.604 0.533 -0.302
C -0.069 -4.630 -2.865 -0.753 -2.057 0.080
C 0.265 -3.334 -2.725 0.116 1.198 0.687
C 1.513 -2.992 -2.269 0.374 0.654 -0.582
C 2.485 -3.971 -2.088 0.711 0.930 1.184
C 2.114 -5.306 -2.135 -0.136 -1.863 -0.690
C 0.837 -5.661 -2.574 0.159 0.902 -0.536
C 3.085 -6.468 -1.833 0.566 1.643 -0.388
O 2.950 -7.582 -2.270 -0.477 -0.150 0.141
C 4.306 -6.079 -1.041 -1.274 2.310 -0.175
C 4.979 -7.039 -0.351 1.174 0.164 1.871
C 6.000 -6.631 0.536 0.693 2.162 -0.004
C 6.469 -5.240 0.581 -1.643 -2.929 -1.394
C 5.834 -4.356 -0.285 0.295 0.410 1.067
C 4.645 -4.684 -0.921 0.272 -1.843 -1.226
C 3.879 -3.614 -1.641 0.979 1.619 0.536
O 4.400 -2.488 -1.727 -1.579 -1.949 -0.270
H -1.111 -4.799 -3.094 0.018 -0.630 -0.391
H -0.470 -2.557 -2.879 -0.064 0.040 -0.052
H 1.630 -1.930 -2.113 0.916 -0.014 0.085
H 0.649 -6.692 -2.835 -0.259 -0.125 0.474
H 4.572 -8.040 -0.347 0.336 -0.208 -0.157
H 6.485 -7.303 1.230 -0.121 -0.356 -0.124
H 7.294 -4.926 1.203 0.017 -0.155 -0.006
H 6.247 -3.362 -0.363 -0.371 0.258 -0.038
C -0.015 -3.808 2.355 -0.823 -0.453 0.144
C 1.010 -3.357 3.147 -0.089 1.655 -0.656
C 1.848 -4.193 3.768 0.664 -2.987 0.847
C 1.613 -5.609 3.644 0.882 0.463 0.155
C 0.627 -6.091 2.781 0.523 1.128 0.976
C -0.201 -5.172 2.179 -0.687 1.088 -1.140
C 0.430 -7.509 2.524 -1.679 -1.039 -2.431
O -0.390 -7.852 1.627 2.205 0.258 2.632
C 1.299 -8.465 3.276 -1.099 -1.159 -0.963
C 1.064 -9.833 3.087 1.851 -2.374 0.731
C 1.927 -10.801 3.708 -0.113 2.304 1.231
C 2.896 -10.337 4.621 -0.332 0.320 -0.814
C 3.114 -8.969 4.813 -0.707 -0.527 -0.220
C 2.315 -8.045 4.123 0.781 0.459 1.086
C 2.485 -6.577 4.412 0.076 1.629 0.060
O 3.246 -6.077 5.231 -0.263 -1.460 -0.480
H -0.690 -3.044 1.998 -0.185 -0.309 -0.565
H 1.207 -2.298 3.217 -0.196 0.187 0.088
H 2.655 -3.784 4.359 0.094 -0.434 0.150
H -0.951 -5.528 1.487 -0.184 -0.075 0.125
H 0.323 -10.329 2.476 -0.441 0.983 -0.313
H 1.827 -11.876 3.720 -0.514 -0.004 -0.734
H 3.461 -11.080 5.163 0.208 0.108 0.120
H 3.827 -8.643 5.555 0.081 0.256 -0.129
```
Forces are in eV/Å.

* HOMO energy: -0.311 Eh
* ΔE to the lowest compared entry with this formula, charge and spin: 0.00 kJ/mol
* Kohn-Sham gap: 7.42 eV
* F_max: 0.0707 Eh/bohr
* DFT total energy: -5249.7919 a.u.
* charge: 0

# 4
Computed, not measured: a molecular structure, C25H30ClN5PdSSi, with wB97M-V/def2-TZVPD.

```
64
Properties=species:S:1:pos:R:3:forces:R:3
Pd 0.824 0.208 -0.078 -0.587 0.015 -0.419
C 1.506 0.345 5.749 0.013 -0.005 0.005
N 2.220 0.367 4.499 -0.081 0.004 0.057
C 3.591 0.458 4.348 0.079 0.003 -0.066
C 3.830 0.466 3.024 -0.041 -0.012 0.067
N 2.618 0.393 2.366 -0.099 -0.066 -0.045
C 1.599 0.322 3.278 0.090 0.006 -0.083
S -0.061 0.214 3.086 0.090 0.001 0.023
C 2.567 0.318 0.899 0.265 -0.062 -0.091
C 3.537 1.226 0.279 -0.109 -0.065 0.030
C 4.053 0.913 -0.937 -0.002 0.012 0.045
C 3.657 -0.296 -1.573 0.039 0.033 0.007
C 2.838 -1.155 -0.879 0.424 -0.209 0.065
N 2.440 -1.002 0.416 -0.012 0.181 -0.057
H 2.233 0.250 6.556 -0.005 0.004 0.004
H 0.810 -0.493 5.763 0.007 -0.009 -0.005
H 0.922 1.258 5.879 -0.002 0.005 -0.009
H 4.263 0.503 5.186 -0.020 0.000 0.015
H 4.750 0.511 2.470 -0.004 0.001 -0.007
H 3.757 2.166 0.771 -0.015 0.010 -0.038
H 4.722 1.608 -1.434 -0.006 -0.002 -0.001
H 3.958 -0.533 -2.586 0.001 -0.012 0.009
H 2.524 -2.091 -1.331 -0.010 -0.020 0.037
C 0.366 1.126 -3.550 -0.007 -0.033 -0.043
C -0.321 -0.208 -3.391 0.105 0.074 0.059
C -0.951 -0.816 -4.474 0.000 -0.058 -0.008
C -1.517 -2.076 -4.259 0.009 0.028 -0.020
C -1.440 -2.670 -3.027 0.025 0.020 0.028
C -0.786 -1.998 -1.935 0.076 0.069 -0.005
N -0.253 -0.750 -2.182 -0.110 0.002 0.252
N -0.654 -2.473 -0.724 -0.019 0.034 0.040
Si -0.569 -3.948 0.032 -0.068 -0.079 0.008
C -0.316 -3.690 1.869 -0.003 0.075 0.050
C 0.880 -4.992 -0.591 0.065 -0.034 -0.054
C -2.094 -5.083 -0.146 -0.045 -0.002 -0.014
H -0.358 1.920 -3.758 0.004 -0.002 0.013
H 1.076 1.094 -4.381 -0.016 0.009 -0.013
H 0.902 1.365 -2.633 0.006 -0.029 -0.017
H -0.980 -0.333 -5.443 0.012 0.010 0.005
H -2.017 -2.590 -5.077 -0.004 -0.014 0.012
H -1.873 -3.646 -2.842 -0.007 0.002 -0.015
H 0.569 -3.062 2.008 -0.004 -0.007 0.011
H -0.189 -4.628 2.420 0.002 -0.007 -0.012
H -1.158 -3.140 2.298 0.011 -0.015 0.006
H 1.820 -4.473 -0.386 -0.001 -0.003 0.010
H 0.810 -5.140 -1.674 -0.004 -0.008 0.008
H 0.913 -5.976 -0.112 0.011 0.002 -0.002
H -3.004 -4.534 0.112 0.001 -0.006 0.009
H -2.026 -5.959 0.509 0.006 0.001 -0.006
H -2.204 -5.439 -1.176 -0.001 -0.007 0.005
Cl 3.779 6.518 0.405 -0.020 -0.022 0.000
C 2.587 5.226 0.226 -0.015 -0.028 0.025
C 2.161 4.845 -1.034 0.009 0.007 0.012
C 1.215 3.841 -1.169 0.037 -0.001 -0.075
C 0.668 3.158 -0.061 0.003 0.076 0.207
C -0.271 2.069 -0.170 -0.128 0.093 -0.010
C 1.132 3.597 1.208 -0.022 -0.048 0.014
C 2.066 4.600 1.355 0.055 0.059 -0.042
H 2.568 5.338 -1.909 -0.008 -0.008 -0.008
H 0.894 3.555 -2.165 0.020 0.035 0.024
H -0.840 2.064 -1.102 0.030 0.019 0.000
H -0.925 1.983 0.698 -0.005 -0.002 0.001
H 0.748 3.090 2.088 -0.002 -0.001 -0.001
H 2.402 4.901 2.340 -0.009 -0.009 0.003
```
Forces are in eV/Å.

* HOMO energy: -0.008 Eh
* ΔE to the lowest compared entry with this formula, charge and spin: 18.93 kJ/mol
* Kohn-Sham gap: 4.71 eV
* F_max: 0.0140 Eh/bohr
* DFT total energy: -2520.2290 a.u.
* charge: -2

# 5
Computed, not measured: C5H9NS2 in the gas phase, with wB97M-V/def2-TZVPD.

```
17
Properties=species:S:1:pos:R:3:forces:R:3
N -1.797 -1.380 0.707 -3.552 0.031 -3.009
C -0.856 -1.321 -0.429 1.734 -1.634 1.185
C 0.437 -0.541 -0.085 1.533 -0.633 -1.773
C 1.083 0.139 -1.432 -0.497 -1.337 0.840
S -0.225 1.478 -1.481 -0.068 0.797 -0.054
C -0.764 1.514 0.399 0.692 0.815 0.315
C 0.416 0.605 0.802 -1.585 0.200 0.080
S 1.123 -0.879 1.577 -0.341 0.225 -0.228
H -1.444 -1.935 1.413 1.723 -0.953 2.007
H -2.529 -2.097 0.358 0.907 1.908 0.541
H -0.608 -2.444 -0.523 0.327 1.831 -1.193
H -1.181 -0.779 -1.332 -0.796 -0.905 0.451
H 0.943 -0.493 -2.348 0.046 0.531 0.814
H 2.176 0.473 -1.398 -1.700 -0.270 0.386
H -0.398 2.564 0.765 -1.788 -1.730 -0.654
H -1.859 1.162 0.506 2.042 0.782 0.005
H 1.206 1.258 0.549 1.325 0.341 0.286
```
Forces are in eV/Å.

* HOMO energy: -0.322 Eh
* ΔE to the lowest compared entry with this formula, charge and spin: 372.89 kJ/mol
* Kohn-Sham gap: 9.30 eV
* F_max: 0.0905 Eh/bohr
* DFT total energy: -1046.9063 a.u.
* SMILES: NC[C@@]12CSC[C@H]1S2
* charge: 0

# 6
Computed, not measured: a molecular structure, C21H42NO5Rb, with wB97M-V/def2-TZVPD.

```
70
Properties=species:S:1:pos:R:3:forces:R:3
Rb 0.271 0.299 0.337 -0.164 -0.205 0.330
C 1.472 -5.109 -0.827 -0.298 0.882 0.289
C 1.860 -3.591 -0.910 0.620 0.216 1.454
C 3.051 -3.383 -1.930 -1.127 -0.081 0.106
C 2.608 -3.315 -3.359 -0.911 0.881 -0.628
C 1.532 -2.208 -3.488 1.104 0.062 0.213
C 0.291 -2.421 -2.606 -1.231 0.272 -1.045
N 0.676 -2.645 -1.179 -3.031 -1.479 1.810
O -0.448 -2.712 -0.244 4.650 0.312 -3.653
C -0.454 -3.638 -3.249 0.200 -0.113 0.291
C -0.607 -1.132 -2.720 0.255 -0.910 0.028
C 2.428 -3.090 0.458 0.029 -0.117 -0.700
H 2.340 -5.749 -0.984 0.003 0.180 -0.520
H 0.653 -5.314 -1.516 0.279 -0.328 0.050
H 1.158 -5.394 0.178 -0.363 0.363 0.027
H 3.737 -4.229 -1.889 0.110 0.171 0.768
H 3.539 -2.443 -1.673 0.270 -0.091 0.045
H 2.239 -4.275 -3.722 -0.180 -0.056 0.127
H 3.435 -3.080 -4.029 0.139 0.119 0.114
H 1.318 -2.033 -4.542 -0.757 -0.384 0.023
H 1.974 -1.246 -3.228 0.353 0.114 0.432
H 0.191 -4.508 -3.367 0.179 0.121 0.241
H -0.709 -3.396 -4.281 -0.287 0.308 0.111
H -1.330 -3.998 -2.709 -0.079 0.397 0.085
H -0.807 -0.928 -3.772 0.043 -0.153 -0.059
H -0.114 -0.238 -2.339 0.167 -0.071 0.077
H -1.571 -1.255 -2.225 0.116 -0.067 0.123
H 3.398 -3.560 0.617 -0.123 -0.263 0.252
H 1.765 -3.221 1.314 -0.016 -0.241 -0.188
H 2.658 -2.029 0.365 -0.076 0.163 -0.001
C -1.397 -0.802 4.615 -0.513 -0.948 0.813
C -1.644 0.442 3.880 0.678 1.084 0.885
O -1.431 0.489 2.693 -0.425 0.610 -0.547
C -2.042 1.698 4.727 0.050 -0.412 -1.629
H -2.166 -0.969 5.369 -0.063 0.028 0.106
H -0.469 -0.681 5.173 0.191 -0.107 -0.082
H -1.373 -1.673 3.961 0.259 0.171 -0.013
H -3.072 1.546 5.048 0.049 0.134 0.264
H -2.002 2.542 4.038 -0.279 0.055 -0.003
H -1.395 1.970 5.562 -0.006 -0.634 0.121
C 0.581 3.140 -3.256 0.311 -0.200 0.661
C 0.201 3.460 -1.839 1.905 -1.283 1.453
O 0.746 2.823 -0.897 -1.440 1.567 -2.206
C -0.757 4.570 -1.593 0.295 0.174 1.524
H 1.298 3.872 -3.627 -0.185 0.361 0.012
H -0.303 3.148 -3.895 0.212 -0.287 -0.159
H 1.157 2.217 -3.191 -0.422 -0.254 -0.518
H -0.398 5.546 -1.921 -0.063 -0.196 -0.774
H -0.746 4.687 -0.510 -0.566 -0.129 0.100
H -1.756 4.322 -1.953 0.098 0.206 -0.126
C 2.869 2.475 4.211 -0.035 -0.007 0.496
C 1.824 1.968 3.239 0.002 -0.022 0.330
O 1.657 0.788 3.006 0.345 -0.074 -0.009
C 0.929 2.979 2.604 0.095 0.759 -0.547
H 3.091 1.756 5.000 0.147 -0.311 -0.396
H 2.600 3.385 4.749 -0.423 0.142 -0.321
H 3.776 2.740 3.668 0.108 -0.218 -0.113
H 0.678 2.765 1.565 -0.093 -0.284 0.139
H 1.376 3.972 2.569 -0.036 0.055 0.347
H 0.011 3.004 3.191 -0.045 0.132 -0.021
C -3.721 3.419 0.484 0.145 0.474 0.113
C -3.249 2.087 0.004 0.177 -0.467 0.164
O -2.056 1.950 -0.238 -1.065 -0.558 -0.136
C -4.301 0.961 -0.143 0.961 -0.140 0.424
H -2.866 3.984 0.857 -0.035 -0.133 0.193
H -4.509 3.352 1.234 -0.006 0.026 -0.135
H -4.072 4.002 -0.367 -0.379 -0.084 -0.112
H -5.161 1.056 0.520 -0.091 0.572 -0.323
H -3.868 0.011 0.168 0.407 -0.006 -0.203
H -4.596 0.840 -1.186 -0.142 0.206 0.024
```
Forces are in eV/Å.

* multiplicity: 2
* HOMO energy (spin up / spin down): -0.432 / -0.455 Eh
* Kohn-Sham gap (spin up / spin down): 9.82 / 9.28 eV
* F_max: 0.1152 Eh/bohr
* DFT total energy: -1280.1584 a.u.
* charge: +1